No. 1
Molecular formula: C13H12N6O2S
Method: DFT, the ωB97M-V functional and the def2-TZVPD basis

Summary:
LUMO level in Ha: -0.04306
Charge: 0
Energy in a.u.: -1379.6852
Structure (SMILES): COC(=O)c1sc(/N=N/c2cc(N)cc(N)n2)c(C#N)c1C
Gap between HOMO and LUMO in eV: 7.33

Positions of all 34 atoms, in Å:
1 C -4.10946 -2.70568 4.30897
2 O -3.03218 -2.40814 3.44644
3 C -2.71685 -1.01990 3.34200
4 O -3.35922 -0.13076 3.86189
5 C -1.60801 -0.55668 2.63284
6 S -1.78908 -0.13901 0.97611
7 C -0.05503 -0.01004 0.82001
8 N 0.65503 0.28675 -0.30525
9 N 0.06568 0.30004 -1.34699
10 C 0.70164 0.85462 -2.53084
11 C 2.02124 1.38833 -2.56955
12 C 2.56763 1.66359 -3.83507
13 N 3.91098 1.93629 -3.92872
14 C 1.77728 1.53634 -4.97491
15 C 0.50177 1.00307 -4.79240
16 N -0.41772 0.61215 -5.84269
17 N 0.09352 0.53014 -3.66219
18 C 0.61768 -0.20831 2.04186
19 C 2.04268 -0.19486 2.14201
20 N 3.14709 -0.04577 2.00135
21 C -0.34188 -0.29530 3.10679
22 C -0.00787 -0.21042 4.52162
23 H -3.82383 -2.46063 5.36233
24 H -4.24264 -3.80681 4.38172
25 H -4.98956 -2.33445 3.88248
26 H 2.64644 1.58286 -1.74789
27 H 4.29804 1.87091 -4.91061
28 H 4.34154 1.56251 -3.11354
29 H 2.08366 1.95892 -5.89959
30 H 0.04542 0.03800 -6.50222
31 H -1.23860 0.16218 -5.46117
32 H 0.48604 0.70374 4.71833
33 H -0.90733 -0.34281 5.17795
34 H 0.63587 -1.12090 4.69891

***

No. 2
Molecular formula: C9H13AuN7O2S2
Method: DFT, the ωB97M-V functional and the def2-TZVPD basis

Summary:
LUMO level in Ha: -0.09401
Charge: +1
Energy in a.u.: -1816.2966
Gap between HOMO and LUMO in eV: 8.80

Positions of all 34 atoms, in Å:
1 Au 0.03232 0.91866 -0.13192
2 N -1.22068 1.65530 -1.96299
3 N -2.44850 0.99577 -2.09985
4 C -3.00380 0.30149 -1.05525
5 N -4.20025 -0.22661 -1.29446
6 N -2.25986 0.24974 0.02931
7 N -2.69140 -0.50738 1.11461
8 O -1.89186 -0.58071 2.01546
9 O -3.80740 -1.00329 1.12193
10 H -1.36398 2.65250 -1.83836
11 H -0.66478 1.49280 -2.79415
12 H -3.04939 1.28283 -2.85610
13 H -4.61555 -0.16129 -2.20701
14 H -4.64719 -0.73951 -0.54970
15 C 1.07814 3.19799 2.23763
16 C 1.78443 1.88649 2.21966
17 N 1.61272 0.98092 1.28665
18 C 2.38732 -0.14799 1.50265
19 C 3.15232 -0.07191 2.61751
20 S 2.90159 1.41630 3.41276
21 C 2.32200 -1.26865 0.55454
22 C 3.07332 -2.40163 0.58585
23 S 2.62267 -3.42239 -0.70119
24 C 1.46202 -2.27800 -1.21329
25 N 1.41536 -1.20731 -0.47296
26 C 0.58546 -2.49110 -2.40181
27 H 0.50043 3.29303 1.31993
28 H 1.78658 4.02335 2.29952
29 H 0.39696 3.26392 3.08569
30 H 3.83230 -0.80930 3.00673
31 H 3.84567 -2.67848 1.28210
32 H 0.75128 -3.46364 -2.86016
33 H 0.78263 -1.72421 -3.15089
34 H -0.46088 -2.42770 -2.10244